197
Properties=species:S:1:pos:R:3 method="wB97M-V/def2-TZVPD" e_tot_ha=-8040.1959 lumo_energy_ha=-0.35629 total_charge=+5 homo_energy_ev=-15.44
Br -2.06933 5.72813 -1.61817
Br -0.28978 5.14394 3.88816
O -1.30106 1.29366 -1.28830
O 1.99490 -1.87326 -2.88785
O 5.63009 6.04194 4.11948
O -3.62363 4.18373 2.63762
O 2.22007 -6.72184 -1.72955
O -5.73201 -3.04606 3.05788
N 1.69814 -4.64479 0.64836
N -4.67062 -3.78718 0.13359
N -0.01589 4.80744 -6.02359
N 3.95008 3.64844 4.79564
N -0.97817 3.34857 0.90458
N 2.65784 -4.04209 -5.12019
N -3.49909 1.77377 4.78376
C 1.76921 -1.74270 -4.29571
C -7.01566 -2.96191 3.72484
C 2.90572 -4.24614 -0.25167
C 2.78347 -0.82857 -2.31232
C 3.89656 -3.34227 -5.72716
C -5.63457 -2.69512 0.62461
C 0.39326 6.01007 -5.15942
C -4.46368 3.92133 3.73050
C 2.81823 2.86315 5.49797
C -2.60342 1.37990 5.96938
C -0.09045 1.96823 -1.01797
C -1.42152 0.70563 -2.55723
C 4.25785 4.90294 5.67816
C -0.14775 3.57586 -5.14725
C 5.18598 2.78031 4.56212
C 2.53579 -7.96513 -2.37813
C -4.77252 -0.44347 5.24792
C 6.91954 6.52683 3.68724
C -4.86046 1.06584 5.00354
C 2.13714 -5.34701 1.91249
C 2.20141 -5.23984 -6.01672
C 1.46979 -6.95351 -0.57796
C -0.23575 0.89143 1.24233
C -3.13418 -1.95450 -0.92457
C 0.29896 -2.57247 0.14494
C 5.64007 2.03351 5.79545
C -2.82802 1.37849 3.49937
C -0.05073 2.23601 0.50476
C 3.47562 4.13197 3.44407
C -3.26325 -3.21630 -0.02628
C 3.65797 -2.61918 -7.03888
C -5.95317 -5.71547 1.39099
C 3.81275 -3.15275 0.24643
C 2.06155 7.24597 -3.74379
C -5.40720 -2.11775 2.05167
C 1.03930 4.65695 -7.11325
C 1.46118 -3.07110 -4.98500
C -1.06311 2.67481 -5.96315
C 2.40881 1.58894 4.73789
C -4.63076 -4.99550 1.13071
C 3.08079 -4.60293 -3.79669
C -1.45542 4.96217 -6.64865
C -5.09925 -4.26215 -1.22260
C -2.16503 3.61322 -6.48943
C 0.81119 -3.49708 1.18527
C -4.38891 4.68124 1.53372
C 1.82322 5.96569 -4.57183
C 0.82862 -5.63922 -0.15831
C 1.03183 -6.13846 -5.53788
C -1.19980 1.96864 6.01675
C -3.69510 3.30101 4.87742
C 5.59460 5.59793 5.44904
H 1.74207 0.98819 5.36164
H 3.45181 5.59077 5.43921
H -3.36217 -2.16759 -1.96941
H -2.90658 -2.94533 0.97177
H -2.45814 0.37510 -2.61738
H 0.10656 -5.56891 -5.41128
H 3.50088 -3.76382 -3.22939
H 1.23354 -5.74355 2.36764
H 2.84620 -8.67226 -1.60009
H 0.69943 0.34247 1.12109
H -6.89988 -3.27526 4.75952
H -2.06318 2.11906 3.29069
H 5.92330 3.51114 4.22094
H 5.64713 6.42253 6.17354
H 1.34578 5.64771 -7.47386
H 2.98231 3.29858 2.95101
H -5.33126 1.54428 5.86157
H 6.88214 6.41074 2.60114
H 2.45892 -3.95909 -1.20592
H 1.26913 -6.66683 -4.61283
H 1.08528 -1.98517 -0.33821
H 6.98600 7.58371 3.95661
H 0.78826 1.33763 -1.22528
H -3.80372 -1.17709 -0.56414
H 1.38718 -2.98687 1.95555
H 2.61083 -4.59976 2.54219
H 0.96968 -6.89329 -6.32289
H 2.25027 -5.12256 -3.32768
H -2.67761 -4.04067 -0.43743
H -4.89081 4.84735 4.14992
H -1.21725 1.37015 -3.40654
H 3.86194 -0.97175 -2.48687
H 0.37748 6.88048 -5.82953
H 3.34978 -7.77469 -3.06440
H -3.71204 4.91720 0.71802
H 0.63833 -3.59601 -4.49726
H 2.00734 5.06862 -3.96950
H 1.05368 -2.83546 -5.97576
H 0.04387 -4.03214 1.76955
H -1.32977 5.20937 -7.70301
H -0.75900 -0.16982 -2.68924
H -0.39884 -1.84637 0.55693
H -5.57071 -1.90601 -0.12587
H 0.64035 -7.62706 -0.82161
H -2.52325 3.25855 -7.45398
H -4.90822 5.59701 1.82281
H -0.03329 -5.84924 0.47812
H -5.27542 3.25386 3.38584
H -0.59002 1.60530 5.19215
H -1.45626 1.86161 -5.34724
H 0.50040 -5.12468 -1.06416
H 4.96822 1.22869 6.09265
H -1.06253 0.33563 0.79417
H 0.61049 4.14394 -7.97621
H 3.25207 0.91384 4.58987
H -0.34121 6.04483 -4.34367
H 4.59413 -2.12467 -7.29679
H 4.61808 -4.16258 -5.80698
H -7.77437 -3.59586 3.26119
H -0.64521 3.92463 1.77870
H -3.14180 1.68427 6.87296
H -2.71559 3.76734 4.94891
H -1.11052 3.05432 6.02962
H 1.93388 4.23068 -6.65563
H 0.96566 2.59626 0.69126
H 6.44741 4.93376 5.66039
H 1.97794 3.55637 5.59750
H -4.37181 -4.98824 -1.60582
H 1.98869 -4.83527 -7.00372
H -3.54973 1.42615 2.68120
H -0.77308 1.62727 6.96398
H 1.61070 -8.34314 -2.84099
H 4.22017 -2.65884 -4.94498
H -0.53314 2.28488 -6.84351
H 2.71329 4.89604 3.59245
H 4.88189 2.09512 3.76960
H 5.69698 2.67470 6.67406
H 0.85316 3.15542 -5.03969
H 3.90636 -5.30406 -3.94768
H -1.94957 3.09544 1.10251
H 1.92119 1.82360 3.79356
H 2.80309 -6.18161 1.70640
H 2.12880 -7.38217 0.19027
H 1.91748 8.10275 -4.40651
H 7.66231 5.88344 4.16850
H -2.44898 0.36467 3.58153
H -4.25215 -0.64426 6.18980
H -6.60397 -3.18924 0.65068
H -1.15983 4.11597 0.12354
H 4.36007 -3.46494 1.13721
H 3.41947 -5.20552 -0.36736
H 2.50012 0.14570 -2.71284
H 1.36768 7.34772 -2.91305
H -5.79655 -0.80720 5.27572
H -5.03834 -3.42018 -1.91575
H -0.04181 2.92779 -1.54933
H 3.33085 -3.33105 -7.80548
H -7.40237 -1.94114 3.72709
H -5.79957 -6.34413 2.27010
H -4.30324 -0.93680 4.38563
H 4.36507 4.51362 2.96092
H 4.19446 4.56278 6.71428
H -0.37459 1.05576 2.30936
H -0.59840 3.97629 -4.22522
H 2.56843 5.93075 -5.37423
H 2.65005 -0.87305 -1.23389
H -0.20800 -3.10326 -0.66388
H 3.22022 2.54870 6.45530
H -4.22987 -4.64393 2.08288
H -2.54065 0.29653 5.88436
H 6.63950 1.63837 5.62382
H 0.92416 -1.06420 -4.48907
H -3.88791 -5.69431 0.74035
H 3.08295 7.24008 -3.36616
H 2.66623 -1.23958 -4.70635
H -2.08989 -1.64502 -0.86996
H -1.98471 5.76166 -6.13394
H -6.05418 -4.77451 -1.14694
H 2.89744 -1.83394 -6.98685
H -4.21061 3.47344 5.82181
H -6.03575 -1.22100 2.11726
H 3.08733 -5.86448 -6.12843
H -5.11289 3.90984 1.22318
H -2.97733 3.64991 -5.76589
H -6.76489 -5.02838 1.64049
H 3.30162 -2.21611 0.46302
H -5.44029 1.30911 4.10646
H -6.29914 -6.26939 0.52258
H 4.57079 -2.97562 -0.51660
H -4.35868 -1.84242 2.21048

224
Properties=species:S:1:pos:R:3 method="wB97M-V/def2-TZVPD" e_tot_ha=-4403.5801 lumo_energy_ha=0.00722 homo_energy_ev=-8.03
O -7.38653 -3.74366 -3.20033
O 6.96053 5.18548 5.12823
O -3.96784 -0.83153 2.21476
O -4.53285 -2.03016 -1.96184
O -1.11141 2.42806 0.24074
O -4.56962 6.13471 -0.85337
O 2.89342 2.61829 4.26037
O 1.03808 0.64065 0.31521
O 1.33998 -3.06414 1.72861
O 0.38358 -5.59288 -2.06314
O -3.40728 -4.41082 4.46484
O -7.93618 -2.86026 -0.62221
O 1.23294 3.71681 -7.73752
O -4.92380 3.28665 -1.53184
O 3.20314 -1.32961 -3.40886
O -3.26171 -4.65038 1.41517
O 8.34337 -0.73010 -3.16545
O -0.73617 -0.51053 -4.07119
O -4.51806 -8.82901 0.37872
O 1.25671 4.46179 -2.56545
O -1.47160 2.19530 -3.43809
O -4.70338 -6.25759 -0.70893
O 1.47400 -1.47370 8.69828
O -8.79244 0.78974 4.84075
O -7.02115 -0.76303 -2.80137
O 5.03886 4.07730 -0.09830
N -6.16910 -0.18472 4.32368
N 2.00625 -1.77196 5.14037
N 2.09918 -4.32199 -4.21958
N 2.30458 6.16294 -5.04065
N -1.47182 0.20660 -1.42611
N 6.50317 1.14972 -2.00273
N 5.48448 3.52015 2.73392
C 3.44204 -3.72732 -4.17573
C 5.14015 5.55863 -0.12141
C -6.75155 -0.08970 5.60023
C -1.21200 1.68412 -4.71720
C 6.92268 3.82884 3.02162
C -3.62940 5.11855 -0.60430
C 1.43621 -2.04188 2.73008
C 1.94971 4.80462 -7.13708
C -9.77676 1.84468 4.73430
C 8.55559 0.71434 -3.23686
C 7.32659 3.89691 4.60039
C -4.53457 -3.16595 -1.15868
C 1.35968 -0.37087 9.54532
C 3.53768 -2.21609 -4.46649
C 1.88557 -2.33007 6.48207
C 7.92597 1.50710 -2.13489
C 5.77800 3.46924 -1.13094
C 0.12466 -3.83856 1.47727
C 3.14750 3.77106 3.45418
C -5.48256 -1.51304 4.13435
C -3.66825 -8.38045 -0.70996
C 1.16610 -3.66778 -3.28233
C -3.92700 -5.49200 2.30487
C 1.49811 5.07454 -5.66605
C -7.22651 -1.40484 -4.01572
C 0.84748 -0.24544 -0.73572
C -3.72093 3.98054 -1.69331
C -8.10652 -2.65004 -3.78118
C 1.51063 -2.69506 4.10186
C -0.03852 -4.56960 -2.96421
C 1.58616 3.54729 -9.08084
C -4.40564 -7.31278 -1.56628
C -0.08398 0.63959 -4.62503
C 1.40762 3.37141 -1.65945
C 1.61099 2.00142 4.14902
C 5.79599 1.90876 -0.91197
C -3.26246 -1.50408 -2.17833
C -3.10651 -5.46173 3.61070
C -5.08534 -1.65013 2.63431
C 2.22625 -1.25496 7.57098
C -0.54363 -0.78232 -0.88490
C 2.32205 5.39062 -2.62636
C 2.37140 1.16589 0.49034
C 4.62313 4.22227 3.71273
C -4.20514 0.55654 1.91631
C 4.03115 -1.59538 -2.18716
C -0.67240 -6.60982 -1.89540
C 7.81500 5.58382 6.21833
C 1.98078 6.45484 -3.69531
C 9.15843 -1.39166 -2.20694
C -7.69957 1.09988 5.69904
C -2.91811 -0.25621 -1.35441
H -5.02801 0.61232 1.20366
H -0.90212 3.31784 0.52484
H 8.01830 0.99437 -4.14295
H 3.77312 -0.82181 -1.46390
H -10.29345 1.75653 3.77861
H 8.38462 3.67504 4.73990
H -2.75299 -7.91190 -0.34822
H 2.56214 -3.18444 6.50223
H 2.08015 -0.25724 7.15711
H -8.34730 -2.92632 -4.80772
H -6.00223 -0.13522 6.39052
H -10.65672 1.67992 5.35610
H -4.38149 -3.02106 -0.08925
H 0.85632 -2.67552 6.57920
H 0.51235 -4.55611 0.75416
H 2.96766 3.58185 2.39590
H -0.90583 -1.13991 0.07895
H -8.07541 -2.03122 -0.16443
H -0.81626 2.50483 -5.31546
H -7.59455 -3.56983 -2.27941
H -4.94718 -5.12384 2.41351
H 1.53452 -0.89198 4.98806
H -3.03012 -3.61401 4.08479
H -1.37497 1.09876 -0.96269
H -5.37840 5.92023 -0.38276
H -5.55947 -3.53703 -1.16129
H -4.07144 -6.51966 1.97148
H -4.66057 -1.51078 4.85019
H -0.95728 -0.25015 -3.17402
H 2.30104 2.81937 -1.95127
H -3.19271 -0.53199 -0.33626
H 2.38228 1.97663 1.21883
H 0.93808 2.74780 -9.43986
H -1.47503 -6.14211 -1.32520
H 6.78455 3.06829 5.05610
H -6.18689 -2.29834 4.40880
H -4.67566 -2.65094 2.49778
H -9.47224 2.87966 4.88989
H 1.02546 0.55743 9.08200
H 8.84808 5.60918 5.87163
H -3.36321 -9.20785 -1.35063
H -8.05754 1.08571 6.72849
H -3.57505 0.52850 -1.72960
H 4.03601 -4.33638 -4.85715
H -6.96641 -0.05977 3.71639
H 5.09456 -1.69296 -2.40566
H 1.44316 -1.11344 -0.45320
H -5.85085 -1.57308 1.86221
H 8.80757 -1.04553 -1.23473
H 9.58083 1.07083 -3.33636
H -3.60628 4.69803 0.40104
H 5.36950 5.90765 -1.12823
H 1.51190 1.32995 5.00190
H 0.96623 6.83779 -3.58508
H -0.77539 -3.91804 -2.49453
H 1.27847 4.41391 -9.66600
H 1.73191 -3.47054 -2.37180
H 0.78332 -2.70353 -3.61669
H -2.08957 1.44055 -5.31606
H 1.46718 3.65741 -0.60932
H 1.66391 4.14473 -5.12195
H 3.29959 -1.33404 7.74360
H 3.79313 -2.51054 -1.64501
H 2.37792 -1.51524 2.57541
H 5.23986 3.77734 1.78835
H 7.76804 4.96644 7.11540
H 6.54515 0.20697 -1.64281
H -5.25481 -7.79614 -2.04938
H -0.64204 -3.29554 0.92463
H -3.30174 -6.41297 4.10580
H 2.12362 7.02489 -5.53501
H -7.72832 -0.69058 -4.66851
H -2.65233 5.60078 -0.57477
H 4.17598 5.95488 0.19712
H 3.87103 -3.95224 -3.19926
H -0.23056 -4.32960 2.38326
H -9.05404 -2.42088 -3.29356
H -1.78159 1.47506 -2.88423
H 4.77923 1.52339 -0.83578
H 2.82243 -1.93483 -5.23940
H -3.85070 -6.99528 -2.44907
H 2.15555 -5.32627 -4.31091
H -6.45326 -1.31648 -2.26026
H -7.28465 -1.00815 5.84593
H 2.11126 -3.59287 3.95600
H 0.52265 -3.09043 4.33787
H 8.50792 1.32138 -1.23214
H -6.33437 -1.82077 -4.48387
H 2.44939 4.54426 3.77493
H -2.89178 3.30146 -1.49469
H -3.94891 -9.45347 0.83447
H 7.56403 6.62705 6.41015
H 2.68130 1.62348 -0.44917
H -0.47704 -4.99829 -3.86534
H -2.47067 -2.25309 -2.16596
H -3.58517 -4.87263 0.53905
H -0.26757 1.97646 0.22492
H -3.73319 4.45556 -2.67429
H 2.58416 3.13741 -9.23610
H -3.29702 -1.27345 -3.24309
H 4.63407 5.30130 3.55890
H -3.83864 -3.95113 -1.45410
H 0.45228 5.35304 -5.53658
H 0.80166 0.89285 -4.04227
H -3.37313 1.00286 1.37166
H 0.44244 2.89512 -1.83168
H 7.49586 3.11933 2.42483
H 6.82056 3.71109 -0.92438
H 3.26143 4.90671 -2.89377
H -5.18175 2.71213 -2.25640
H 7.91974 2.53885 -2.48641
H -0.49477 -1.56775 -1.63910
H -7.17883 1.99837 5.36791
H -1.11098 -6.97982 -2.82214
H 1.53375 1.40799 3.23799
H 3.02616 4.63462 -7.15873
H 4.75053 4.10792 4.78920
H 4.53443 -1.95929 -4.82519
H 2.59168 7.32260 -3.44650
H 1.19478 0.13329 -1.69700
H 3.16929 0.53880 0.88814
H 1.87250 5.68691 -7.77244
H -4.48884 1.07120 2.83431
H 2.45177 5.77313 -1.61395
H 10.20508 -1.13005 -2.36249
H 7.10022 4.85239 2.69158
H 0.65516 -0.58261 10.34962
H -8.26042 -3.52644 -0.01616
H 0.58744 -1.35898 2.69341
H -0.29927 -7.44834 -1.30737
H 2.32239 -0.26348 10.04509
H 5.57244 3.86124 -2.12702
H -2.03004 -5.54660 3.46196
H 5.95688 5.83409 0.54580
H -5.26461 -6.65787 -0.04080
H 0.84217 2.77393 4.13367
H 6.17266 1.67168 0.08303
H 9.10903 -2.47019 -2.35662
H 0.22452 0.32971 -5.62347